[1]
103
Properties=species:S:1:pos:R:3:lowdin_charge:R:1 method="wB97M-V/def2-TZVPD" lumo_energy_ev=0.444 orbital_gap_ha=0.2790
C -0.123 3.390 -3.777 -0.30
P -1.801 2.678 -3.283 0.97
C -2.740 2.465 -4.883 -0.29
B -1.471 0.955 -2.475 -0.59
O -2.369 0.433 -1.522 0.22
B -2.165 -0.941 -1.494 -0.32
O -1.859 -1.550 -2.745 0.17
B -0.535 -1.121 -2.980 -0.69
N 0.484 -2.150 -3.293 0.24
C 0.642 -2.182 -4.477 -0.73
S 0.523 -2.588 -6.012 0.73
O -0.292 0.236 -2.854 0.24
H -0.188 4.492 -3.632 -0.02
H 0.075 3.206 -4.854 0.04
H 0.665 2.971 -3.123 0.04
H -3.266 1.491 -4.970 0.04
H -3.536 3.238 -4.928 0.03
H -2.110 2.584 -5.790 0.04
H -2.164 -1.628 -0.533 0.13
C 1.067 7.908 -5.488 -0.01
C 1.108 7.000 -4.285 -0.53
O 0.129 6.371 -3.912 0.00
N 2.284 6.896 -3.612 0.01
C 3.542 7.558 -3.900 -0.08
H 0.069 7.888 -5.918 0.09
H 1.298 8.933 -5.194 0.09
H 1.777 7.566 -6.243 0.09
H 2.241 6.273 -2.820 0.14
H 4.306 6.799 -4.077 0.08
H 3.831 8.157 -3.035 0.08
H 3.471 8.201 -4.772 0.07
C 0.423 -3.386 -0.320 -0.02
C 0.437 -4.268 0.903 -0.55
O -0.550 -4.894 1.264 0.02
N 1.596 -4.351 1.605 0.01
C 2.863 -3.689 1.336 -0.07
H -0.564 -3.420 -0.775 0.07
H 0.642 -2.353 -0.041 0.09
H 1.153 -3.740 -1.049 0.08
H 1.535 -4.957 2.408 0.13
H 3.631 -4.454 1.198 0.09
H 3.128 -3.073 2.199 0.05
H 2.815 -3.065 0.449 0.08
C 6.368 -3.516 4.310 0.00
C 4.883 -3.285 4.411 -0.54
O 4.305 -2.442 3.737 0.00
N 4.184 -4.052 5.287 0.01
C 4.689 -5.092 6.161 -0.08
H 6.788 -2.835 3.574 0.08
H 6.845 -3.325 5.273 0.09
H 6.566 -4.542 3.990 0.07
H 3.196 -3.847 5.306 0.14
H 4.185 -6.028 5.915 0.07
H 4.458 -4.824 7.195 0.08
H 5.760 -5.226 6.055 0.07
C -5.027 5.307 0.043 -0.01
C -4.030 5.280 -1.088 -0.55
O -4.198 4.613 -2.094 -0.01
N -2.905 6.038 -0.955 0.01
C -2.529 6.888 0.155 -0.09
H -5.866 4.660 -0.202 0.08
H -4.564 4.945 0.961 0.06
H -5.402 6.322 0.187 0.08
H -2.280 5.976 -1.746 0.13
H -2.408 7.911 -0.209 0.08
H -1.575 6.539 0.557 0.08
H -3.275 6.874 0.945 0.06
C 6.555 -9.475 3.210 -0.01
C 5.572 -8.390 3.573 -0.55
O 5.907 -7.219 3.677 0.02
N 4.280 -8.755 3.784 0.01
C 3.699 -10.082 3.707 -0.07
H 7.539 -9.036 3.073 0.08
H 6.613 -10.214 4.012 0.09
H 6.256 -9.958 2.278 0.09
H 3.677 -7.982 4.021 0.13
H 2.910 -10.077 2.954 0.09
H 3.263 -10.331 4.676 0.08
H 4.438 -10.832 3.445 0.07
C -6.366 -4.770 -3.666 -0.01
C -5.347 -4.799 -4.779 -0.56
O -5.497 -5.486 -5.778 0.02
N -4.237 -4.028 -4.636 0.02
C -3.886 -3.153 -3.530 -0.06
H -7.191 -5.431 -3.919 0.08
H -5.916 -5.115 -2.734 0.08
H -6.756 -3.758 -3.540 0.08
H -3.598 -4.094 -5.414 0.14
H -3.771 -2.141 -3.912 0.09
H -2.940 -3.486 -3.113 0.09
H -4.645 -3.161 -2.752 0.08
C -4.584 5.989 5.268 -0.01
C -3.582 5.964 4.141 -0.54
O -3.754 5.294 3.134 0.03
N -2.460 6.721 4.275 0.01
C -2.084 7.575 5.386 -0.08
H -5.420 5.341 5.019 0.08
H -4.124 5.625 6.188 0.09
H -4.961 7.002 5.414 0.09
H -1.835 6.658 3.487 0.13
H -1.962 8.596 5.020 0.08
H -1.131 7.227 5.789 0.08
H -2.830 7.565 6.175 0.07

=====

[2]
55
Properties=species:S:1:pos:R:3:nbo_charge:R:1 method="wB97M-V/def2-TZVPD" charge=+1 lumo_energy_ev=-6.966 orbital_gap_ha=0.1503
C -1.465 3.977 -6.624 -0.63
C -0.609 4.202 -5.390 0.02
C -0.368 5.435 -4.806 -0.21
C 0.420 5.530 -3.671 -0.20
C 1.002 4.422 -3.085 -0.16
C 0.758 3.182 -3.660 -0.05
C 1.317 1.874 -3.080 -0.43
C 0.160 1.175 -2.286 -0.05
Cl 0.866 0.134 -0.977 -0.05
C -0.717 2.181 -1.606 0.24
N -1.458 2.947 -1.151 -0.26
C -0.755 0.287 -3.156 -0.52
C -0.010 -0.878 -3.709 0.27
N 0.738 -1.626 -4.179 -0.28
C -0.020 3.087 -4.801 -0.24
H -1.644 4.900 -7.188 0.23
H -0.971 3.239 -7.273 0.22
H -2.430 3.528 -6.343 0.22
H -0.843 6.312 -5.244 0.22
H 0.579 6.514 -3.228 0.22
H 1.619 4.512 -2.191 0.21
H 2.128 2.082 -2.373 0.24
H 1.696 1.233 -3.885 0.25
H -1.295 0.832 -3.935 0.29
H -1.532 -0.131 -2.496 0.26
H -0.188 2.106 -5.251 0.20
C -0.408 -0.449 2.902 -0.64
C 0.806 -1.378 3.122 0.09
C 0.966 -2.318 1.916 -0.40
C -0.117 -3.393 1.845 -0.42
C -0.186 -4.193 3.147 -0.40
C -0.308 -3.330 4.418 0.09
N 0.656 -2.169 4.400 0.33
O 1.741 -2.562 4.742 -0.08
C -1.755 -2.811 4.579 -0.64
C -0.109 -4.237 5.640 -0.62
C 1.997 -0.413 3.176 -0.62
H -0.178 0.299 2.145 0.25
H -1.295 -0.962 2.539 0.22
H -0.670 0.087 3.817 0.23
H 1.944 -2.809 1.953 0.23
H 0.955 -1.727 1.002 0.26
H -1.089 -2.949 1.621 0.21
H 0.104 -4.071 1.018 0.26
H -1.028 -4.884 3.103 0.26
H 0.716 -4.811 3.214 0.23
H -1.826 -2.090 5.395 0.23
H -2.426 -3.633 4.817 0.25
H -2.159 -2.354 3.680 0.22
H 0.832 -4.786 5.605 0.23
H -0.901 -4.980 5.684 0.25
H -0.137 -3.664 6.569 0.24
H 1.913 0.268 4.025 0.24
H 2.028 0.188 2.270 0.25
H 2.957 -0.926 3.241 0.23

=====

One value per record, in order, for maximum force: 0.063 0.125 hartree/bohr.